103
Properties=species:S:1:pos:R:3 method="wB97M-V/def2-TZVPD" charge=+3 homo_lumo_gap_ev=4.68 de_lowest_kj_mol=236.7 homo_ha=-0.5923
C -1.86350 -1.93380 -3.09320
C -1.47690 4.64530 -1.70830
H -1.35760 9.36900 0.10370
H 2.48370 7.71960 1.04970
C -1.55210 3.28880 -1.81480
H 5.82890 -0.82760 1.14660
C -3.47960 -0.91010 -1.48730
C 4.20130 1.62820 -2.95100
H -3.87830 -3.63350 -2.13830
C -4.26140 1.12070 -0.35220
C -2.47540 -2.02450 -1.68790
H 0.53060 0.95340 -3.17860
H 1.55690 1.51510 -4.51260
C 4.07580 -2.48580 -0.12700
C -1.13340 7.27190 -0.25610
H -3.03620 2.30000 0.94440
H -4.85370 2.80600 2.58500
H -4.13260 4.41190 0.68220
H -1.16200 -2.74750 -3.26590
C 3.80990 -1.05740 0.37760
C -0.96630 0.47520 3.74780
H 2.81940 3.69670 -4.33130
H 3.72930 -3.21260 0.60270
H -4.68520 1.05840 2.35990
C -0.31570 3.73690 -0.10580
N -0.68600 4.90870 -0.62510
H -6.23130 1.74620 -0.90950
H 0.49990 -4.54030 1.39310
H 0.19100 2.51280 -4.01530
H 6.17060 0.81520 -3.12880
H 4.65700 -1.41920 2.31970
C 3.01430 1.66500 -2.23420
C 0.25620 -2.41570 0.84620
N 0.94170 -2.62060 -1.17290
C 0.57620 -3.75580 0.66650
C -4.46970 3.60760 0.03080
C 1.03090 6.33760 0.30730
H -6.59110 -0.05300 -2.52310
N 0.48110 -1.72110 -0.27980
H -0.12960 -1.94660 1.73390
C 2.43320 3.88070 -3.33360
C 3.91620 -0.06570 -0.75680
H -1.67830 -1.90670 -0.94500
C -4.68020 -0.95040 -2.18420
H 1.35680 -4.69880 -1.19690
C -2.28040 0.02230 1.56090
H -1.34610 -0.97110 -3.23580
C 1.13180 1.14780 2.10720
H 1.63330 4.61150 -3.42840
H 2.79310 -1.02780 0.80070
C 0.25150 0.85740 4.30810
H 2.28810 1.48560 3.87230
H -2.64370 -2.00900 -3.84630
C 1.01420 -3.84680 -0.64200
C 5.08290 -0.06270 -1.51180
H -1.81380 0.17880 4.35150
C 1.08140 9.96880 0.96130
C -0.26630 6.18600 -0.18000
O 3.27380 1.84820 1.34350
C 1.32060 1.20010 3.48350
C -3.26180 0.14060 -0.57230
H 5.88410 -0.73250 -1.24750
H 3.22070 4.31360 -2.72150
H 5.13910 -2.64730 -0.26610
C -3.09130 -3.40140 -1.42940
H -6.00890 1.91320 1.59160
C 0.61670 8.68130 0.58930
N -0.03850 0.78240 1.59500
H 3.58450 -2.67660 -1.07850
C -0.69350 8.52030 0.13770
C -5.66000 0.00530 -1.98020
H 4.67510 0.29380 1.84430
C 5.24230 0.79450 -2.58110
C -4.96390 1.99250 1.87400
C 2.87990 0.83770 -1.09900
N 1.45910 11.00140 1.26830
N -0.81910 2.71760 -0.80720
C 1.90860 2.60100 -2.67740
C -4.09440 2.24740 0.64040
H 0.37270 0.87790 5.38100
H 4.33550 2.28400 -3.79410
N -2.06690 0.17910 0.20810
H -3.51140 -3.43690 -0.42740
C -1.07200 0.44640 2.36080
C 0.98300 1.85750 -3.65230
H -5.54570 3.70730 -0.07800
H 0.30350 3.63970 0.76730
H -1.90710 5.41490 -2.31760
H -4.01820 3.73470 -0.95150
H -4.86700 -1.75270 -2.87940
C 4.80470 -0.72890 1.49370
H -2.14670 7.14470 -0.60260
H 1.69780 5.49040 0.35590
H -2.08510 2.68970 -2.52630
O -3.27590 -0.41560 2.07910
C 2.19720 1.38260 1.06280
Ta -0.21040 0.53700 -0.57920
H 1.33590 2.90270 -1.79330
N 1.77840 0.99240 -0.19330
C 1.47710 7.58650 0.68630
C -5.44920 1.02150 -1.06640
H -2.32730 -4.17250 -1.50810
H 1.25380 -2.34090 -2.09380